No. 1
Here is one molecule with the formula C5H8O at a distorted geometry from the Open Molecules 2025 dataset. Energies are from the ωB97M-V functional and the def2-TZVPD basis.

CARTESIAN COORDINATES (ANGSTROEM)
C  -0.59  2.27  -0.12
C  -0.33  0.92  -0.56
C  -0.14  -0.11  -1.19
C  0.22  -1.49  -0.89
C  0.37  -1.51  0.69
O  0.07  -0.29  1.39
H  0.28  2.75  0.33
H  -0.84  2.80  -1.04
H  -1.44  2.33  0.57
H  -0.56  -2.19  -1.25
H  1.14  -1.78  -1.41
H  -0.38  -2.20  1.09
H  1.38  -1.84  0.95
H  0.82  0.32  1.44

Values from the calculation:
HOMO-LUMO gap, eV: 9.76
2S+1: 1
Strongest force on any atom, eV Å⁻¹: 1.36
Energy relative to the best compared isomer or geometry (same formula, charge and spin), kcal per mole: 70.80
HOMO energy, eV: -8.889
SMILES: CC#CCCO
Total energy, hartree: -270.445067

---

No. 2
Here is one molecule with the formula C5H8O at a distorted geometry from the Open Molecules 2025 dataset. Energies are from the ωB97M-V functional and the def2-TZVPD basis.

CARTESIAN COORDINATES (ANGSTROEM)
C  -1.32  -0.28  -0.44
C  -0.85  -0.02  1.00
C  0.52  0.18  0.44
C  -0.13  0.48  -1.03
C  1.85  -0.39  0.32
O  1.60  0.88  0.98
H  -2.31  0.06  -0.72
H  -1.21  -1.35  -0.67
H  -1.20  0.95  1.36
H  -1.06  -0.79  1.76
H  -0.28  1.55  -1.17
H  0.18  0.09  -2.03
H  2.38  -1.12  0.95
H  1.84  -0.25  -0.77

Values from the calculation:
HOMO-LUMO gap, eV: 10.70
2S+1: 1
Strongest force on any atom, eV Å⁻¹: 2.62
Energy relative to the best compared isomer or geometry (same formula, charge and spin), kcal per mole: 75.48
HOMO energy, eV: -9.610
SMILES: C1CC2(C1)CO2
Total energy, hartree: -270.437616

---

No. 3
Here is C5H8O as an isolated structure at a distorted geometry from the Open Molecules 2025 dataset. Energies are from the ωB97M-V functional and the def2-TZVPD basis.

CARTESIAN COORDINATES (ANGSTROEM)
C  1.15  0.46  -0.60
C  0.28  0.86  0.57
C  -1.15  0.45  0.19
C  -0.84  -1.05  -0.11
C  0.63  -1.08  0.27
O  0.73  -0.23  1.41
H  0.86  0.65  -1.63
H  2.22  0.67  -0.42
H  0.43  1.84  1.02
H  -1.82  0.59  1.04
H  -1.53  1.00  -0.67
H  -1.44  -1.72  0.51
H  -0.99  -1.34  -1.15
H  1.49  -1.08  -0.42

Values from the calculation:
HOMO-LUMO gap, eV: 9.45
2S+1: 1
Strongest force on any atom, eV Å⁻¹: 2.43
Energy relative to the best compared isomer or geometry (same formula, charge and spin), kcal per mole: 99.88
HOMO energy, eV: -8.414
Total energy, hartree: -270.398730